DFT (the ωB97M-V functional and the def2-TZVPD basis) results for 3 unconnected molecules or ions with the total composition C18H40FN3O11P2S2 at a distorted geometry.

Last column: Löwdin charge in e.
Element x y z (Å)
O (2.60, -4.38, 9.19)  -0.3605
S (3.25, -4.28, 7.76)  0.8815
O (3.36, -2.79, 7.36)  -0.3283
F (2.18, -5.09, 6.66)  -0.2420
N (4.78, -5.13, 7.85)  -0.1718
C (5.97, -4.23, 7.59)  -0.2375
C (6.36, -4.28, 5.99)  -0.1858
C (6.45, -2.77, 5.28)  -0.2485
C (6.41, -3.05, 3.66)  -0.5168
S (6.65, -1.52, 2.60)  0.8635
C (6.44, -2.13, 0.84)  -0.4418
N (6.10, -1.42, -0.46)  -0.0029
N (6.15, -2.48, -1.38)  -0.0522
C (6.47, -3.84, -0.73)  -0.0415
O (6.64, -3.61, 0.72)  -0.1364
H (4.86, -5.51, 8.84)  0.1263
H (6.88, -4.72, 8.17)  0.1436
H (5.85, -3.14, 8.03)  0.1340
H (5.56, -4.87, 5.33)  0.1263
H (7.41, -4.78, 5.77)  0.1244
H (7.46, -2.25, 5.63)  0.1245
H (5.54, -2.09, 5.61)  0.1216
H (5.35, -3.52, 3.42)  0.1062
H (7.22, -3.87, 3.41)  0.1019
H (6.59, -4.88, -1.27)  0.1412
C (2.50, -1.05, -2.70)  -0.0832
C (2.62, -0.27, -1.41)  -0.2984
O (1.37, -0.12, -0.77)  -0.2569
P (0.72, -1.45, -0.03)  0.7798
O (1.64, -1.33, 1.21)  -0.2180
O (-0.56, -0.71, 0.75)  -0.2646
C (-0.79, -1.00, 2.12)  -0.2990
C (-0.28, 0.14, 2.99)  -0.0756
O (-0.31, -1.58, -1.41)  -0.2743
C (-1.39, -0.70, -1.71)  -0.2856
C (-1.00, 0.73, -2.00)  -0.0718
H (2.19, -2.08, -2.51)  0.0688
H (3.45, -1.06, -3.24)  0.0767
H (1.73, -0.61, -3.35)  0.0716
H (3.34, -0.74, -0.73)  0.0869
H (2.99, 0.74, -1.63)  0.1231
H (-0.34, -1.95, 2.41)  0.1020
H (-1.87, -1.10, 2.26)  0.1153
H (0.75, 0.43, 2.72)  0.0719
H (-0.30, -0.13, 4.04)  0.0761
H (-0.89, 1.04, 2.84)  0.0757
H (-2.16, -0.75, -0.93)  0.1129
H (-1.87, -1.11, -2.61)  0.1196
H (-0.66, 1.25, -1.10)  0.0732
H (-1.85, 1.29, -2.40)  0.0678
H (-0.19, 0.78, -2.74)  0.0715
C (-3.49, 6.15, -4.02)  -0.0823
C (-3.87, 5.08, -3.01)  -0.2969
O (-5.07, 4.43, -3.38)  -0.2563
P (-5.01, 3.36, -4.65)  0.7834
O (-4.37, 2.24, -3.80)  -0.2176
O (-6.54, 2.71, -4.50)  -0.2634
C (-6.69, 1.30, -4.55)  -0.2978
C (-6.89, 0.75, -3.14)  -0.0749
O (-5.73, 4.62, -5.59)  -0.2732
C (-7.08, 5.05, -5.48)  -0.2886
C (-7.44, 5.70, -4.15)  -0.0780
H (-3.24, 5.70, -4.99)  0.0703
H (-2.63, 6.72, -3.67)  0.0793
H (-4.32, 6.84, -4.19)  0.0738
H (-3.06, 4.36, -2.89)  0.1044
H (-4.04, 5.55, -2.04)  0.1226
H (-5.85, 0.82, -5.05)  0.1028
H (-7.58, 1.08, -5.15)  0.1159
H (-6.13, 1.13, -2.44)  0.0716
H (-6.85, -0.34, -3.14)  0.0766
H (-7.86, 1.07, -2.74)  0.0764
H (-7.77, 4.24, -5.73)  0.1130
H (-7.22, 5.81, -6.26)  0.1191
H (-7.48, 4.96, -3.34)  0.0727
H (-8.43, 6.16, -4.21)  0.0817
H (-6.72, 6.46, -3.87)  0.0704

For the electronic energy, the calculation gives -89260.4146 eV. The SMILES is O=S(=O)(F)NCCCCSc1nnco1.CCOP(=O)(OCC)OCC.CCOP(=O)(OCC)OCC. As for the HOMO-LUMO gap: 6.5 eV. Its maximum force is 9.74 eV Å⁻¹.